Record 1
DFT (ωB97M-V with the def2-TZVPD basis set) results for a cluster of 2 separate species, C16H20F3O9PS in total in a non-equilibrium geometry.

Properties
LUMO level   -2.27 eV
Structure (SMILES)   CC1=C([PH2]=S)C(=O)C(COC(F)(F)F)=C(COCOCCO)C1=O.O=C1OCCO1
HOMO-LUMO gap   6.8 eV

Each line ends with the natural charge from an NBO analysis.
Cartesian coordinates (Å):
C 4.801 -3.015 0.250  -0.670
C 4.519 -1.559 -0.459  0.015
C 5.217 -0.332 0.029  -0.403
P 6.481 -0.239 1.460  0.789
S 5.547 0.342 3.110  -0.569
C 4.807 1.093 -0.742  0.546
O 5.702 2.070 -0.995  -0.523
C 3.185 1.214 -1.131  -0.077
C 2.418 2.648 -0.929  -0.142
O 1.234 2.608 -0.056  -0.509
C 1.565 2.872 1.352  1.174
F 1.712 4.302 1.707  -0.322
F 0.387 2.369 2.154  -0.342
F 2.747 2.144 1.868  -0.316
C 2.488 -0.009 -1.615  -0.055
C 0.898 -0.089 -2.007  -0.115
O 0.251 -1.277 -1.419  -0.528
C -0.155 -1.048 -0.023  0.214
O -1.413 -1.815 0.246  -0.546
C -1.906 -1.347 1.570  -0.119
C -2.973 -0.103 1.474  -0.106
O -3.453 0.155 0.091  -0.739
C 3.421 -1.394 -1.710  0.522
O 3.275 -2.309 -2.686  -0.490
H 5.106 -3.804 -0.569  0.258
H 3.834 -3.449 0.798  0.255
H 5.641 -2.983 1.087  0.232
H 7.208 -1.469 1.642  0.016
H 7.417 0.845 1.146  0.048
H 3.252 3.421 -0.566  0.248
H 2.125 3.026 -2.023  0.241
H 0.813 -0.208 -3.191  0.239
H 0.267 0.858 -1.734  0.211
H 0.627 -1.450 0.758  0.167
H -0.393 0.066 0.242  0.152
H -2.466 -2.241 2.124  0.212
H -0.960 -0.981 2.183  0.182
H -3.919 -0.342 2.138  0.198
H -2.443 0.842 1.924  0.176
H -2.674 0.377 -0.512  0.477
C -6.693 -0.116 -0.064  -0.108
C -6.921 0.000 -1.536  -0.099
O -8.323 -0.145 -1.661  -0.483
C -8.867 0.209 -0.460  0.960
O -10.061 0.363 -0.263  -0.578
O -7.902 0.368 0.492  -0.484
H -5.844 0.483 0.275  0.224
H -6.548 -1.154 0.256  0.180
H -6.631 0.981 -1.928  0.181
H -6.399 -0.777 -2.101  0.205

Record 2
DFT (ωB97M-V with the def2-TZVPD basis set) results for a cluster of 6 separate species, C77H45NO14 in total in a non-equilibrium geometry.

Properties
LUMO level   -2.03 eV
Structure (SMILES)   O=C1c2ccccc2C(=O)c2ccccc21.O=C1c2ccccc2C(=O)c2ccccc21.O=C1c2ccccc2C(=O)c2ccccc21.O=C1c2ccccc2C(=O)c2ccccc21.O=C1c2ccccc2C(=O)c2ccccc21.O=NOCC1=CC(=O)C=CC1=O
HOMO-LUMO gap   7.5 eV

Each line ends with the Mulliken charge.
Cartesian coordinates (Å):
O 5.585 -6.856 0.452  -0.293
N 6.092 -6.524 -0.616  0.129
O 6.040 -7.517 -1.523  -0.139
C 5.330 -6.963 -2.723  -0.405
C 3.768 -6.706 -2.202  0.331
C 3.055 -7.951 -1.710  -0.357
C 1.527 -7.715 -1.143  0.250
O 0.973 -8.671 -0.353  -0.547
C 0.643 -6.356 -1.437  -0.319
C 1.376 -5.125 -1.938  0.135
C 3.011 -5.251 -2.186  0.401
O 3.730 -4.134 -2.416  -0.618
H 5.807 -5.903 -2.901  0.313
H 5.397 -7.683 -3.645  0.306
H 3.556 -9.017 -1.730  0.295
H -0.523 -6.371 -1.264  0.332
H 0.793 -4.105 -2.145  0.121
C 4.516 0.758 -1.281  -0.536
C 4.619 1.826 -0.391  -0.672
C 3.539 2.159 0.428  -0.464
C 2.347 1.428 0.348  0.065
C 2.236 0.375 -0.559  0.658
C 3.328 0.031 -1.368  -0.718
C 0.968 -0.371 -0.687  0.446
O 0.871 -1.299 -1.481  -0.541
C -0.184 0.022 0.150  0.395
C -1.409 -0.640 -0.002  -0.653
C -2.500 -0.283 0.794  -0.718
C -2.367 0.725 1.748  -0.665
C -1.149 1.389 1.898  -0.617
C -0.058 1.043 1.090  0.297
C 1.216 1.776 1.231  0.332
O 1.332 2.665 2.066  -0.727
H 5.361 0.492 -1.913  0.390
H 5.541 2.400 -0.333  0.485
H 3.628 2.992 1.124  0.642
H 3.253 -0.798 -2.068  0.559
H -1.520 -1.430 -0.742  0.504
H -3.452 -0.795 0.671  0.429
H -3.214 0.998 2.374  0.388
H -1.054 2.179 2.642  0.791
C -8.436 6.983 0.519  -0.456
C -8.552 5.627 0.825  -0.479
C -7.423 4.898 1.204  -0.507
C -6.172 5.523 1.265  0.183
C -6.053 6.873 0.935  0.150
C -7.189 7.607 0.572  -0.551
C -4.730 7.531 0.947  0.622
O -4.625 8.717 0.661  -0.679
C -3.537 6.737 1.301  0.145
C -2.269 7.334 1.261  -0.665
C -1.137 6.594 1.607  -0.692
C -1.266 5.263 2.002  0.194
C -2.527 4.664 2.037  -0.548
C -3.663 5.401 1.677  0.021
C -4.987 4.748 1.683  0.541
O -5.102 3.577 2.026  -0.693
H -9.317 7.553 0.233  0.391
H -9.522 5.137 0.772  0.388
H -7.522 3.841 1.446  0.448
H -7.106 8.664 0.326  0.452
H -2.160 8.373 0.957  0.452
H -0.153 7.057 1.570  0.491
H -0.385 4.688 2.279  0.476
H -2.620 3.623 2.342  0.290
C -6.823 -4.673 4.125  -0.465
C -7.031 -4.869 2.760  -0.472
C -6.102 -5.590 2.008  -0.562
C -4.954 -6.107 2.621  0.261
C -4.734 -5.891 3.980  0.153
C -5.676 -5.182 4.737  -0.563
C -3.503 -6.389 4.627  0.650
O -3.310 -6.203 5.822  -0.680
C -2.503 -7.108 3.811  0.250
C -1.305 -7.535 4.398  -0.548
C -0.361 -8.227 3.637  -0.596
C -0.613 -8.501 2.293  -0.532
C -1.803 -8.072 1.704  -0.634
C -2.746 -7.365 2.462  0.292
C -3.986 -6.884 1.821  0.571
O -4.206 -7.120 0.639  -0.685
H -7.551 -4.120 4.713  0.392
H -7.918 -4.461 2.280  0.404
H -6.273 -5.742 0.943  0.458
H -5.518 -5.021 5.802  0.456
H -1.102 -7.328 5.448  0.454
H 0.571 -8.553 4.093  0.398
H 0.119 -9.046 1.701  0.492
H -1.991 -8.285 0.653  0.513
C -0.228 -0.024 -4.383  -0.506
C -0.610 0.761 -5.471  -0.573
C -0.832 0.168 -6.715  -0.708
C -0.660 -1.212 -6.875  0.422
C -0.254 -1.993 -5.793  0.016
C -0.049 -1.399 -4.541  -0.111
C -0.022 -3.442 -5.963  0.268
O 0.331 -4.129 -5.012  -0.625
C -0.212 -4.048 -7.295  0.129
C 0.061 -5.410 -7.483  -0.539
C -0.129 -5.994 -8.737  -0.503
C -0.600 -5.226 -9.802  -0.479
C -0.867 -3.868 -9.619  -0.550
C -0.663 -3.277 -8.365  0.222
C -0.914 -1.832 -8.191  0.621
O -1.324 -1.155 -9.127  -0.693
H -0.063 0.436 -3.411  0.353
H -0.737 1.834 -5.350  0.401
H -1.135 0.786 -7.559  0.443
H 0.255 -2.004 -3.689  0.715
H 0.426 -6.017 -6.657  0.479
H 0.088 -7.050 -8.882  0.397
H -0.755 -5.683 -10.777  0.390
H -1.229 -3.274 -10.455  0.455
C 9.018 7.085 2.078  -0.546
C 9.120 8.154 2.968  -0.449
C 8.040 8.487 3.787  -0.591
C 6.849 7.756 3.708  0.241
C 6.738 6.703 2.801  0.105
C 7.829 6.359 1.992  -0.403
C 5.470 5.957 2.673  0.398
O 5.373 5.029 1.879  -0.680
C 4.318 6.350 3.510  0.055
C 3.092 5.688 3.358  -0.242
C 2.002 6.045 4.154  -0.354
C 2.134 7.053 5.108  -0.702
C 3.353 7.717 5.258  -0.701
C 4.444 7.371 4.450  0.391
C 5.718 8.104 4.591  0.612
O 5.833 8.993 5.426  -0.688
H 9.863 6.820 1.447  0.398
H 10.042 8.728 3.027  0.387
H 8.129 9.320 4.483  0.449
H 7.754 5.530 1.291  0.470
H 2.981 4.898 2.617  0.474
H 1.049 5.533 4.031  0.512
H 1.287 7.326 5.734  0.397
H 3.447 8.507 6.001  0.460

Record 3
DFT (ωB97M-V with the def2-TZVPD basis set) results for a cluster of 2 separate species, C4H10F2P in total in a non-equilibrium geometry.

Properties
LUMO level (spin up / spin down)   -3.93 / -8.56 eV
Total charge   +1
HOMO-LUMO gap (spin up / spin down)   10.6 / 8.0 eV
Multiplicity   3

Each line ends with the natural charge from an NBO analysis.
Cartesian coordinates (Å):
C 1.204 -0.666 1.516  -0.622
C 0.298 1.740 -1.299  -0.624
C -0.214 -1.184 1.314  -0.765
C -0.180 0.332 -1.599  -0.763
F -3.209 0.641 1.053  0.022
F -1.552 -1.814 -0.921  -0.518
P -0.989 -0.535 -0.210  1.698
H 1.601 -1.127 2.421  0.261
H 1.865 -0.931 0.694  0.226
H 1.234 0.410 1.673  0.228
H 1.069 1.765 -0.534  0.226
H 0.714 2.173 -2.206  0.258
H -0.526 2.377 -0.988  0.231
H -0.836 -0.905 2.169  0.282
H -0.247 -2.277 1.224  0.291
H 0.659 -0.329 -1.871  0.277
H -0.892 0.329 -2.435  0.293

Record 4
DFT (ωB97M-V with the def2-TZVPD basis set) results for the molecule C5H12OS.

Properties
LUMO level   0.93 eV
Structure (SMILES)   CSCCCCO
HOMO-LUMO gap   9.4 eV
ΔE to the lowest compared entry with this formula, charge and spin   8.09 kcal per mole

Each line ends with the natural charge from an NBO analysis.
Cartesian coordinates (Å):
C -1.102 -1.305 1.392  -0.067
O -0.319 -1.320 2.561  -0.722
C -1.557 0.097 0.995  -0.424
C -0.408 1.110 0.836  -0.414
C 0.767 0.610 0.019  -0.511
S 0.252 0.357 -1.715  0.161
C 1.878 0.146 -2.454  -0.746
H -1.986 -1.938 1.474  0.163
H -0.493 -1.742 0.598  0.179
H -0.907 -1.169 3.324  0.465
H -2.152 0.006 0.094  0.214
H -2.205 0.509 1.782  0.197
H -0.079 1.382 1.826  0.214
H -0.743 2.043 0.383  0.213
H 1.181 -0.337 0.358  0.211
H 1.564 1.342 -0.005  0.212
H 2.515 0.998 -2.213  0.211
H 2.331 -0.789 -2.149  0.213
H 1.773 0.167 -3.538  0.231

Record 5
DFT (ωB97M-V with the def2-TZVPD basis set) results for a structure of composition C20H43N2P3S2Tb in a non-equilibrium geometry.

Properties
LUMO level (spin up / spin down)   -12.43 / -11.99 eV
Total charge   +3
HOMO-LUMO gap (spin up / spin down)   3.6 / 4.1 eV
Multiplicity   7
ΔE to the lowest compared entry with this formula, charge and spin   22.47 kcal per mole

Each line ends with the Mulliken spin population.
Cartesian coordinates (Å):
Tb 0.363 -0.724 0.263  4.696
P -0.561 1.630 1.800  -0.101
P -2.564 -0.658 -0.105  -0.051
P 2.544 1.103 0.419  -0.036
H 0.157 -2.233 -7.289  0.000
C 1.198 -2.474 -7.034  0.002
C 1.507 -3.584 -6.341  0.004
H 0.730 -4.245 -5.949  0.001
C -1.187 3.048 0.822  -0.014
C -1.979 1.368 2.905  -0.014
C 0.541 2.483 2.977  -0.006
C -2.663 -2.019 -1.335  -0.012
C -3.935 -1.103 1.039  -0.007
C -3.360 0.712 -1.054  -0.007
C 3.775 0.539 -0.816  0.007
C 3.650 1.327 1.857  -0.005
C 2.310 2.846 -0.142  0.001
H 1.969 -1.820 -7.489  0.000
H 2.550 -3.942 -6.278  0.001
H -1.507 3.849 1.498  -0.003
H -2.031 2.724 0.208  -0.005
H -0.397 3.413 0.162  -0.004
H -2.192 2.309 3.424  -0.005
H -1.738 0.613 3.657  0.005
H -2.859 1.036 2.350  0.002
H -0.058 3.210 3.537  -0.002
H 1.347 3.014 2.465  0.000
H 0.973 1.764 3.679  0.000
H -3.723 -2.259 -1.493  -0.007
H -2.141 -2.908 -0.949  -0.001
H -2.198 -1.729 -2.287  0.011
H -4.861 -0.561 0.793  -0.002
H -3.643 -0.863 2.069  -0.001
H -4.124 -2.183 0.978  0.001
H -4.287 0.331 -1.508  -0.001
H -2.669 1.050 -1.838  -0.002
H -3.604 1.559 -0.397  0.000
H 4.569 1.296 -0.856  -0.003
H 3.311 0.405 -1.798  -0.010
H 4.180 -0.426 -0.488  -0.001
H 4.533 1.889 1.520  -0.005
H 3.955 0.339 2.226  0.000
H 3.147 1.867 2.667  0.001
H 3.286 3.208 -0.496  0.000
H 1.932 3.504 0.652  0.001
H 1.590 2.842 -0.972  0.002
C 0.769 -1.610 -3.077  0.146
C 0.924 -0.301 -3.616  0.050
C 0.121 0.108 -4.683  0.048
C -0.744 -0.808 -5.309  0.216
C -0.886 -2.102 -4.786  -0.032
C -0.069 -2.535 -3.749  0.130
S 1.655 -2.161 -1.713  0.382
H -0.040 0.701 -1.100  0.643
H 1.675 0.384 -3.212  0.006
H 0.207 1.127 -5.066  0.004
H -1.222 -0.565 -6.265  -0.006
H -1.574 -2.803 -5.286  0.005
H 0.025 -3.604 -3.537  -0.004
S 0.166 -2.033 2.664  -0.010
C 0.214 -1.169 4.153  -0.004
N 1.327 -0.702 4.755  -0.001
C 1.058 -0.109 6.061  0.000
C -0.435 -0.303 6.230  0.000
N -0.849 -0.817 4.930  -0.003
H 2.243 -0.932 4.381  0.000
H 1.328 0.952 6.063  0.000
H 1.643 -0.594 6.843  0.000
H -0.944 0.626 6.490  0.000
H -0.680 -1.028 7.004  0.000
H -1.748 -1.272 4.773  0.001

Computed calculated total energy, in the same sequence as the records: -2337.5714; -4069.1493; -699.0853; -671.1204; -3541.1206 Ha.